# C20H32N4O2S

A single C20H32N4O2S molecule (wB97M-V/def2-TZVPD, the OMol25 dataset).

ORCA input file:
```
! wB97M-V def2-TZVPD RIJCOSX def2/J DEFGRID3
* xyz 0 1
C -5.009 -0.696 4.429
C -4.492 -1.549 3.285
O -3.153 -1.145 2.997
C -2.519 -1.889 2.064
O -3.035 -2.814 1.482
N -1.233 -1.502 1.884
C -0.660 -0.303 2.449
C -0.483 0.759 1.361
C 0.387 0.180 0.234
N 0.665 1.175 -0.790
C -0.437 1.673 -1.589
C -0.290 1.216 -3.059
N -1.303 1.683 -3.973
C -1.307 3.116 -4.170
C -2.628 1.171 -3.705
C 1.836 1.851 -0.838
S 1.990 3.349 -1.534
N 2.945 1.322 -0.228
C 3.380 -0.013 -0.288
C 2.985 -0.854 -1.323
C 3.422 -2.165 -1.360
C 4.268 -2.639 -0.374
C 4.682 -1.795 0.643
C 4.250 -0.479 0.706
C 4.694 0.437 1.805
C -0.266 -1.088 -0.323
C -0.458 -2.092 0.815
H -4.989 0.355 4.152
H -6.029 -0.983 4.664
H -4.388 -0.835 5.310
H -5.104 -1.419 2.385
H -4.495 -2.612 3.546
H -1.310 0.062 3.243
H 0.316 -0.559 2.878
H -1.465 1.045 0.983
H -0.005 1.646 1.779
H 1.341 -0.110 0.681
H -1.373 1.303 -1.176
H -0.438 2.766 -1.551
H 0.676 1.570 -3.429
H -0.289 0.122 -3.092
H -0.285 3.462 -4.312
H -1.881 3.341 -5.069
H -1.752 3.671 -3.331
H -3.102 1.618 -2.817
H -2.579 0.091 -3.572
H -3.262 1.383 -4.566
H 3.684 2.007 -0.119
H 2.347 -0.465 -2.103
H 3.110 -2.810 -2.167
H 4.613 -3.661 -0.399
H 5.350 -2.164 1.407
H 5.202 -0.121 2.587
H 3.842 0.960 2.239
H 5.385 1.188 1.420
H 0.368 -1.530 -1.091
H -1.239 -0.861 -0.760
H -0.994 -2.975 0.466
H 0.518 -2.394 1.213
*
```

Computed properties:
E_tot: -1549.02611 a.u.
HOMO level: -8.07 eV
SMILES string: CCOC(=O)N1CCC(N(CCN(C)C)C(=S)Nc2ccccc2C)CC1
relative energy (zero: lowest compared OMol25 entry of this formula, charge and spin): 2.2 kcal/mol
Kohn-Sham gap: 8.7 eV